Entry 1:
Below is a cluster of 7 separate species, C50H49B2FI4N9O20P in total in a non-equilibrium geometry, with properties calculated with ωB97M-V/def2-TZVPD.

Structure (XYZ):
```
136
Properties=species:S:1:pos:R:3:lowdin_charge:R:1
C -0.43 4.80 4.10 0.07
C -0.67 4.44 2.77 -0.19
N -0.97 3.10 2.31 0.01
C -0.03 2.30 1.68 -0.21
N 1.13 1.80 2.02 0.13
F 1.85 0.99 1.22 0.08
B 1.74 2.12 3.37 -0.43
C 1.95 0.91 4.41 0.02
O 2.18 3.37 3.78 0.15
N -0.57 1.91 0.40 -0.02
C 0.14 2.64 -0.63 -0.63
I 0.54 4.80 -0.48 1.00
C 0.62 2.11 -1.80 -0.69
C 1.34 2.99 -2.88 -0.22
I 0.42 0.05 -2.31 0.97
C -2.03 1.98 0.55 -0.28
C -2.47 2.62 -0.86 -0.72
O -2.68 3.82 -1.10 -0.04
O -2.54 1.76 -1.83 -0.14
C -2.97 0.71 0.53 -0.57
I -5.10 1.05 0.12 1.06
C -2.66 -0.61 0.69 -0.73
C -3.75 -1.75 0.61 -0.22
I -0.68 -1.28 1.07 0.91
C -2.40 2.78 1.90 -0.25
C -3.37 4.01 1.74 -0.03
B -4.20 4.51 3.01 -0.61
O -5.52 4.04 3.26 0.10
O -3.61 5.42 3.91 0.12
P -2.83 1.72 3.42 0.65
O -2.00 0.48 3.48 -0.34
O -2.40 2.51 4.86 -0.14
O -4.42 1.22 3.45 -0.17
H -1.17 4.67 4.93 0.07
H 0.54 5.34 4.29 0.08
H -0.68 5.31 2.06 0.06
H 0.99 0.42 4.71 0.08
H 2.69 0.20 3.94 0.08
H 2.48 1.31 5.33 0.08
H 2.52 3.91 3.04 0.13
H 2.27 3.47 -2.49 0.06
H 0.66 3.81 -3.22 0.07
H 1.57 2.39 -3.80 0.02
H -3.32 -2.75 0.83 0.05
H -4.26 -1.72 -0.40 0.05
H -4.57 -1.55 1.36 0.05
H -2.88 4.92 1.28 0.13
H -4.13 3.70 0.97 0.08
H -6.00 4.84 3.56 0.11
H -4.30 5.80 4.48 0.11
H -3.21 2.68 5.38 0.08
H -4.80 1.40 4.33 0.07
C 6.75 0.03 -7.00 -0.07
C 6.04 1.04 -7.63 -0.06
C 4.77 1.38 -7.19 0.00
C 4.21 0.69 -6.12 -0.14
C 4.91 -0.33 -5.49 0.00
C 6.18 -0.66 -5.93 -0.06
N 2.88 1.06 -5.64 -0.34
O 2.29 1.95 -6.23 0.08
O 2.44 0.46 -4.68 -0.05
H 7.74 -0.23 -7.34 0.11
H 6.49 1.57 -8.46 0.11
H 4.23 2.17 -7.69 0.12
H 4.48 -0.87 -4.66 0.12
H 6.73 -1.46 -5.45 0.10
C -10.63 3.71 4.79 -0.07
C -10.98 3.45 6.11 -0.06
C -10.13 2.71 6.92 0.00
C -8.93 2.24 6.40 -0.14
C -8.58 2.49 5.08 0.00
C -9.43 3.22 4.27 -0.06
N -8.02 1.49 7.26 -0.34
O -8.36 1.27 8.41 0.07
O -6.96 1.12 6.78 0.07
H -11.29 4.29 4.16 0.11
H -11.91 3.83 6.50 0.11
H -10.41 2.52 7.95 0.12
H -7.65 2.12 4.67 0.11
H -9.16 3.42 3.24 0.11
C 5.71 -6.92 -4.89 -0.06
C 5.98 -7.52 -6.11 -0.06
C 6.77 -6.87 -7.05 0.00
C 7.28 -5.61 -6.75 -0.14
C 7.00 -4.99 -5.53 0.00
C 6.21 -5.65 -4.60 -0.06
N 8.13 -4.93 -7.72 -0.34
O 8.34 -5.49 -8.78 0.09
O 8.59 -3.83 -7.42 0.03
H 5.10 -7.43 -4.16 0.11
H 5.59 -8.51 -6.33 0.11
H 6.98 -7.35 -7.99 0.12
H 7.39 -4.01 -5.30 0.11
H 5.99 -5.19 -3.65 0.11
C -6.72 3.60 10.71 -0.07
C -6.23 4.32 11.79 -0.07
C -5.07 3.92 12.42 -0.01
C -4.40 2.80 11.96 -0.15
C -4.88 2.06 10.89 0.01
C -6.05 2.46 10.26 -0.06
N -3.15 2.38 12.62 -0.35
O -2.76 3.04 13.57 0.07
O -2.57 1.41 12.17 0.08
H -7.63 3.92 10.21 0.10
H -6.76 5.20 12.13 0.11
H -4.69 4.49 13.26 0.12
H -4.37 1.18 10.54 0.12
H -6.44 1.90 9.42 0.07
C 12.51 -3.55 -7.75 -0.06
C 13.87 -3.82 -7.67 -0.07
C 14.31 -5.06 -7.22 -0.01
C 13.37 -6.02 -6.86 -0.15
C 12.01 -5.76 -6.94 0.01
C 11.58 -4.52 -7.38 -0.05
N 13.83 -7.34 -6.42 -0.35
O 15.03 -7.54 -6.35 0.07
O 12.98 -8.17 -6.14 0.07
H 12.17 -2.58 -8.10 0.11
H 14.59 -3.07 -7.95 0.11
H 15.37 -5.26 -7.16 0.12
H 11.28 -6.51 -6.65 0.12
H 10.52 -4.30 -7.44 0.07
C -6.63 -3.31 -5.17 -0.08
C -6.62 -4.46 -4.39 -0.07
C -5.55 -4.71 -3.54 -0.01
C -4.51 -3.80 -3.48 -0.15
C -4.51 -2.65 -4.25 0.01
C -5.58 -2.41 -5.10 -0.06
N -3.39 -4.06 -2.56 -0.35
O -3.41 -5.09 -1.91 0.07
O -2.51 -3.22 -2.51 0.07
H -7.47 -3.11 -5.82 0.11
H -7.45 -5.16 -4.45 0.11
H -5.55 -5.62 -2.94 0.12
H -3.69 -1.94 -4.20 0.13
H -5.59 -1.51 -5.71 0.11
```

Values from the calculation:
Lowest unoccupied orbital energy ... -1.2 eV
Total charge ... 0
Kohn-Sham gap ... 0.2235 hartree
F_max ... 0.0998 hartree/bohr

Entry 2:
Below is a structure of composition C50H49BrCl2CoF4P3 in a non-equilibrium geometry, with properties calculated with ωB97M-V/def2-TZVPD.

Structure (XYZ):
```
110
Properties=species:S:1:pos:R:3:mulliken_spin:R:1
Co -0.18 -0.22 0.18 2.53
Cl -0.52 -1.78 5.68 0.00
C 0.90 -2.76 6.10 0.00
Cl 2.49 -1.99 5.92 0.00
H 0.86 -3.61 5.43 0.00
H 0.77 -2.98 7.17 0.00
F 3.68 -0.65 -6.39 0.00
C 3.45 -0.75 -5.08 0.00
C 4.39 -0.38 -4.15 0.00
F 5.61 -0.06 -4.58 0.00
C 4.11 -0.45 -2.75 0.00
F 5.16 -0.23 -1.97 0.00
C 2.85 -0.79 -2.32 0.03
P 2.44 -0.57 -0.59 0.15
C 3.60 0.85 -0.22 -0.01
C 3.46 2.06 -0.91 0.00
C 4.29 3.15 -0.63 0.00
C 5.26 3.08 0.39 0.00
C 5.40 1.88 1.06 0.00
C 4.59 0.78 0.78 0.00
C 3.08 -1.96 0.29 -0.05
C 3.16 -1.93 1.65 0.04
C 3.63 -3.03 2.36 0.00
C 3.90 -4.24 1.72 0.00
C 3.76 -4.26 0.32 0.00
C 3.36 -3.14 -0.39 0.01
C 1.93 -1.18 -3.30 0.00
Br 0.20 -1.76 -2.79 0.01
C 2.19 -1.19 -4.62 0.00
F 1.36 -1.57 -5.58 0.00
H 2.76 2.11 -1.75 0.00
H 4.07 4.04 -1.20 0.00
H 5.85 3.99 0.61 0.00
H 6.17 1.77 1.82 0.00
H 4.79 -0.12 1.33 0.00
H 2.86 -1.06 2.27 0.00
H 3.65 -2.95 3.45 0.00
H 4.20 -5.10 2.35 0.00
H 3.96 -5.18 -0.22 0.00
H 3.36 -3.18 -1.47 0.00
C -5.78 -1.12 2.62 0.00
C -4.50 -0.65 2.99 0.00
C -3.53 -0.49 2.00 0.01
C -3.81 -0.79 0.66 -0.01
C -5.09 -1.26 0.32 0.00
C -6.04 -1.44 1.29 0.00
P -2.47 -0.62 -0.59 0.22
C -3.25 0.13 -2.04 0.02
C -2.92 -0.22 -3.37 0.02
C -3.50 0.45 -4.46 -0.01
C -4.40 1.46 -4.24 0.01
C -4.70 1.83 -2.94 -0.01
C -4.11 1.21 -1.87 0.02
C -2.08 -2.35 -0.89 -0.03
C -2.68 -3.21 -1.81 -0.01
C -2.35 -4.57 -1.83 0.00
C -1.62 -5.11 -0.78 0.00
C -1.02 -4.30 0.18 0.02
C -0.37 -4.85 1.32 0.01
C 0.14 -4.02 2.27 0.01
C 0.23 -2.63 2.03 -0.15
C -0.43 -2.01 0.99 0.19
C -1.13 -2.85 0.06 -0.10
H -6.54 -1.22 3.36 0.00
H -4.26 -0.43 4.02 0.00
H -2.53 -0.10 2.25 0.03
H -5.23 -1.55 -0.72 0.00
H -7.04 -1.79 1.05 0.00
H -2.17 -1.02 -3.59 0.00
H -3.28 0.13 -5.47 0.00
H -4.85 1.94 -5.08 0.00
H -5.36 2.69 -2.79 0.00
H -4.34 1.60 -0.93 0.00
H -3.33 -2.80 -2.54 0.00
H -2.77 -5.21 -2.60 0.00
H -1.50 -6.16 -0.78 0.00
H -0.30 -5.96 1.37 0.00
H 0.55 -4.39 3.20 0.00
H 0.70 -1.99 2.79 -0.01
C -0.29 4.21 -1.67 0.00
C -0.69 2.75 -1.39 -0.03
C -0.20 1.76 -2.47 0.06
P -0.45 2.17 0.35 0.00
C -1.99 2.70 1.21 -0.01
C -1.73 2.56 2.74 0.02
C -2.50 4.15 0.98 0.00
C 0.91 3.15 1.03 -0.02
C 1.59 2.34 2.15 0.02
C 0.80 4.60 1.42 0.00
H -0.50 4.37 -2.74 0.00
H 0.80 4.38 -1.51 0.00
H -0.86 4.85 -1.03 0.00
H -1.81 2.67 -1.49 0.00
H 0.87 1.49 -2.41 -0.01
H -0.30 2.22 -3.45 0.00
H -0.81 0.86 -2.48 0.00
H -2.74 1.91 0.93 -0.01
H -1.02 3.31 3.06 0.00
H -1.32 1.61 3.10 -0.01
H -2.68 2.75 3.31 0.00
H -1.68 4.82 1.09 0.00
H -3.29 4.47 1.64 0.00
H -2.87 4.34 -0.05 0.00
H 1.65 2.95 0.19 0.01
H 1.13 2.61 3.12 0.00
H 2.63 2.61 2.22 0.00
H 1.63 1.26 2.04 0.01
H 0.51 4.80 2.45 0.00
H 0.23 5.28 0.82 0.00
H 1.79 5.06 1.40 0.00
```

Values from the calculation:
Lowest unoccupied orbital energy (spin up / spin down) ... -2.2 / -2.8 eV
Total charge ... +1
Kohn-Sham gap (spin up / spin down) ... 0.2855 / 0.2687 hartree
Multiplicity ... 4
F_max ... 0.0510 hartree/bohr

Entry 3:
Below is a cluster of 8 separate species, C50H50Br2F7NO2P in total, with properties calculated with ωB97M-V/def2-TZVPD.

Structure (XYZ):
```
113
Properties=species:S:1:pos:R:3:lowdin_charge:R:1
C 2.67 -2.14 -1.30 -0.18
C 3.84 -3.03 -0.86 -0.44
P 5.22 -3.03 -2.06 0.92
C 6.46 -3.92 -1.05 -0.38
C 4.66 -4.29 -3.37 -0.80
Br 6.31 -5.39 -3.85 0.64
N 4.24 -3.51 -4.49 -0.10
C 3.34 -4.09 -5.48 -0.29
C 3.94 -5.19 -6.35 -0.72
C 5.12 -4.73 -7.19 -0.18
Br 2.49 -5.77 -7.57 0.63
C 3.53 -5.24 -2.79 -0.80
O 2.43 -4.66 -2.74 -0.05
O 3.88 -6.35 -2.40 -0.07
H 2.54 -2.17 -2.38 0.05
H 1.74 -2.52 -0.87 0.04
H 2.79 -1.11 -0.96 0.06
H 3.50 -4.03 -0.62 0.08
H 4.28 -2.62 0.06 0.06
H 6.58 -3.36 -0.13 0.02
H 6.16 -4.94 -0.81 0.03
H 7.42 -3.95 -1.57 -0.01
H 5.02 -3.04 -4.92 0.09
H 3.05 -3.28 -6.16 0.10
H 2.44 -4.43 -4.98 0.09
H 4.18 -6.07 -5.76 0.07
H 5.26 -5.37 -8.06 0.05
H 6.04 -4.77 -6.60 0.02
H 4.96 -3.71 -7.54 0.08
F 0.28 -0.79 0.43 0.06
C -0.40 -1.39 1.42 -0.28
C -0.68 -0.67 2.57 -0.01
C -1.40 -1.29 3.58 -0.08
C -1.82 -2.61 3.44 -0.09
C -1.52 -3.31 2.28 -0.08
C -0.80 -2.70 1.26 -0.01
H -0.34 0.35 2.66 0.08
H -1.63 -0.75 4.48 0.09
H -2.38 -3.07 4.24 0.09
H -1.84 -4.34 2.17 0.10
H -0.55 -3.23 0.34 0.12
F -3.29 -1.95 6.43 0.05
C -2.86 -0.87 7.11 -0.30
C -3.74 0.16 7.36 -0.01
C -3.27 1.27 8.05 -0.07
C -1.96 1.33 8.48 -0.09
C -1.09 0.28 8.22 -0.07
C -1.54 -0.84 7.53 -0.02
H -4.76 0.10 7.00 0.12
H -3.95 2.10 8.24 0.10
H -1.60 2.21 9.01 0.07
H -0.07 0.32 8.55 0.11
H -0.89 -1.68 7.31 0.12
F 1.44 -2.25 -7.83 0.04
C 0.54 -1.38 -7.34 -0.28
C 0.78 -0.03 -7.45 -0.01
C -0.16 0.86 -6.93 -0.09
C -1.31 0.38 -6.32 -0.10
C -1.52 -0.99 -6.22 -0.09
C -0.60 -1.88 -6.73 -0.01
H 1.69 0.32 -7.92 0.12
H 0.01 1.92 -7.01 0.09
H -2.04 1.07 -5.91 0.10
H -2.42 -1.36 -5.73 0.10
H -0.74 -2.95 -6.66 0.12
F -1.16 4.06 5.83 0.04
C -0.18 4.07 4.90 -0.28
C 0.69 5.15 4.84 -0.02
C 1.69 5.13 3.88 -0.08
C 1.81 4.06 3.00 -0.09
C 0.92 2.99 3.09 -0.07
C -0.09 3.00 4.04 -0.01
H 0.58 5.97 5.53 0.12
H 2.38 5.96 3.82 0.10
H 2.60 4.04 2.26 0.10
H 1.01 2.15 2.42 0.10
H -0.79 2.18 4.13 0.11
F -3.83 -4.57 0.77 0.05
C -4.70 -3.82 0.07 -0.28
C -6.05 -4.13 0.11 -0.02
C -6.93 -3.35 -0.62 -0.09
C -6.47 -2.28 -1.37 -0.10
C -5.11 -2.00 -1.40 -0.08
C -4.21 -2.76 -0.68 0.00
H -6.38 -4.97 0.71 0.12
H -7.99 -3.58 -0.59 0.10
H -7.16 -1.68 -1.94 0.10
H -4.74 -1.17 -2.00 0.10
H -3.15 -2.56 -0.68 0.11
F -1.72 3.89 11.07 0.05
C -2.55 4.58 10.26 -0.28
C -3.58 5.30 10.82 -0.02
C -4.43 6.00 9.98 -0.09
C -4.24 5.96 8.60 -0.09
C -3.19 5.23 8.07 -0.07
C -2.33 4.53 8.89 -0.04
H -3.71 5.30 11.89 0.12
H -5.25 6.57 10.40 0.10
H -4.91 6.51 7.95 0.10
H -3.04 5.19 7.00 0.10
H -1.51 3.95 8.49 0.10
F 0.94 3.55 -8.85 0.05
C 1.31 4.68 -8.21 -0.29
C 0.32 5.52 -7.73 -0.02
C 0.71 6.67 -7.07 -0.09
C 2.06 6.97 -6.90 -0.10
C 3.02 6.11 -7.40 -0.08
C 2.65 4.95 -8.06 -0.01
H -0.72 5.26 -7.88 0.12
H -0.05 7.34 -6.68 0.10
H 2.35 7.87 -6.38 0.10
H 4.07 6.33 -7.27 0.10
H 3.39 4.25 -8.45 0.12
```

Values from the calculation:
Lowest unoccupied orbital energy ... 1.8 eV
Total charge ... -1
Energy relative to the best compared isomer or geometry (same formula, charge and spin) ... 0.0 kJ/mol
Kohn-Sham gap ... 0.2428 hartree
F_max ... 0.0113 hartree/bohr

Entry 4:
Below is a structure of composition C50H50F4GeN4O2RbSe, with properties calculated with ωB97M-V/def2-TZVPD.

Structure (XYZ):
```
113
Properties=species:S:1:pos:R:3:mulliken_spin:R:1
Rb -0.54 -1.19 -0.85 0.00
C 1.94 -0.70 2.63 0.00
C 3.14 -0.60 1.72 0.00
N 2.84 -0.90 0.32 -0.02
C 3.38 0.08 -0.60 -0.06
C 2.74 1.45 -0.47 0.00
C 3.23 -2.24 -0.07 -0.01
C 2.64 -3.38 0.76 0.01
N 1.21 -3.31 0.72 0.00
C 0.52 -4.28 1.28 0.00
C -0.92 -4.20 1.26 0.00
F -1.46 -3.08 0.70 0.00
C -1.76 -5.16 1.74 0.00
F -3.11 -4.95 1.63 0.00
C -1.30 -6.33 2.34 0.00
C 0.08 -6.43 2.41 0.00
F 0.62 -7.55 2.99 0.00
C 0.95 -5.48 1.93 0.00
F 2.28 -5.74 2.06 0.00
H 2.18 -0.35 3.64 0.00
H 1.56 -1.72 2.69 0.00
H 1.13 -0.08 2.24 0.00
H 3.95 -1.27 2.06 0.00
H 3.56 0.41 1.78 0.00
H 3.21 -0.30 -1.62 0.08
H 4.48 0.16 -0.50 0.00
H 1.66 1.42 -0.61 0.00
H 3.17 2.13 -1.20 0.00
H 2.91 1.88 0.52 0.00
H 4.34 -2.34 -0.06 0.00
H 2.92 -2.39 -1.11 0.02
H 3.04 -3.31 1.79 0.00
H 3.06 -4.31 0.35 0.00
H -1.96 -7.09 2.72 0.00
O -3.19 -2.89 -4.28 0.00
C -2.77 -2.12 -3.41 0.00
O -1.63 -1.62 -3.29 0.00
C -3.81 -1.69 -2.36 0.00
C -5.01 -2.45 -2.22 0.00
C -5.94 -2.06 -1.31 0.00
C -5.72 -0.88 -0.55 0.00
C -6.63 -0.39 0.42 0.00
C -6.34 0.74 1.12 0.00
C -5.13 1.44 0.89 0.00
C -4.24 0.98 -0.03 0.00
C -4.52 -0.19 -0.76 0.00
N -3.58 -0.61 -1.66 0.00
H -5.13 -3.32 -2.84 0.00
H -6.85 -2.63 -1.16 0.00
H -7.54 -0.94 0.61 0.00
H -7.03 1.11 1.87 0.00
H -4.90 2.33 1.47 0.00
H -3.29 1.47 -0.19 0.00
C 7.64 0.19 -7.24 -0.01
C 6.51 -0.37 -6.43 0.09
C 5.19 -0.06 -6.73 -0.03
C 4.13 -0.55 -5.98 0.05
C 2.73 -0.16 -6.35 0.01
C 4.40 -1.40 -4.90 -0.10
Se 2.97 -2.07 -3.89 0.92
C 5.73 -1.73 -4.57 0.05
C 6.11 -2.61 -3.42 0.02
C 6.76 -1.20 -5.35 -0.04
H 7.28 0.86 -8.02 0.00
H 8.22 -0.61 -7.72 0.01
H 8.33 0.75 -6.61 0.01
H 4.98 0.60 -7.57 0.00
H 2.75 0.53 -7.19 0.00
H 2.22 0.32 -5.51 0.01
H 2.12 -1.02 -6.61 0.00
H 5.26 -2.93 -2.83 0.00
H 6.79 -2.07 -2.76 0.00
H 6.63 -3.49 -3.78 0.00
H 7.78 -1.45 -5.09 0.00
C -2.07 1.35 -3.92 0.00
C -1.19 1.51 -2.77 0.00
N -0.48 1.63 -1.88 0.00
H -1.76 2.03 -4.71 0.00
H -3.09 1.57 -3.61 0.00
H -2.01 0.31 -4.24 0.00
C -2.19 0.20 3.02 0.00
Ge -0.97 1.60 2.21 0.00
C -0.10 2.19 3.94 0.00
C 0.02 1.38 5.07 0.00
C 0.73 1.78 6.20 0.00
C 1.34 3.02 6.24 0.00
C 1.23 3.86 5.13 0.00
C 0.54 3.44 4.01 0.00
C -2.30 3.18 2.05 0.00
C -2.34 3.75 0.80 0.00
C -3.24 4.79 0.46 0.00
C -4.11 5.28 1.38 0.00
C -4.10 4.76 2.70 0.00
C -4.98 5.27 3.69 0.00
C -4.97 4.76 4.96 0.00
C -4.07 3.72 5.29 0.00
C -3.22 3.22 4.35 0.00
C -3.20 3.72 3.02 0.00
H -2.80 0.49 3.87 0.00
H -1.58 -0.66 3.32 0.00
H -2.86 -0.17 2.25 0.00
H -0.45 0.41 5.07 0.00
H 0.80 1.11 7.05 0.00
H 1.90 3.34 7.11 0.00
H 1.70 4.84 5.14 0.00
H 0.48 4.11 3.15 0.00
H -1.67 3.37 0.03 0.00
H -3.25 5.18 -0.56 0.00
H -4.81 6.07 1.13 0.00
H -5.65 6.07 3.42 0.00
H -5.65 5.15 5.71 0.00
H -4.06 3.32 6.30 0.00
H -2.53 2.43 4.61 0.00
```

Values from the calculation:
Lowest unoccupied orbital energy (spin up / spin down) ... 3.3 / 1.6 eV
Total charge ... -2
Energy relative to the best compared isomer or geometry (same formula, charge and spin) ... 227.4 kJ/mol
Kohn-Sham gap (spin up / spin down) ... 0.1772 / 0.1149 hartree
Multiplicity ... 2
F_max ... 0.0127 hartree/bohr

Taking the records one at a time from the top gives calculated total energy values of -5613.34569, -8235.12857, -8329.02822, -7206.76118 Ha.